Below is one molecule with the formula C6H8O2 in a non-equilibrium geometry, with properties calculated with ωB97M-V with the def2-TZVPD basis set.

Last columns: bonded neighbours and bond lengths (Å).
CARTESIAN COORDINATES (ANGSTROEM)
1 H -2.0885 -1.9279 0.7912  C11 1.091
2 O 1.7662 -0.3093 -1.9700  C5 1.396, H6 0.967
3 H -2.6045 -1.1157 -0.6825  C11 1.093
4 C 0.1508 0.4915 -0.0731  C5 1.732, C12 1.890, C15 1.377, C16 1.475
5 C 1.5803 -0.3409 -0.5865  O2 1.396, C4 1.732, O10 1.260, C12 1.518
6 H 2.5508 0.2423 -2.0948  O2 0.967
7 H 0.8132 -2.1480 0.6026  C12 1.089
8 H -0.7794 1.8173 1.3701  C16 1.093
9 H -2.5149 -0.1997 0.8239  C11 1.091
10 O 2.4523 0.0788 0.2208  C5 1.260
11 C -2.0344 -0.9872 0.2411  H1 1.091, H3 1.093, H9 1.091, C15 1.480
12 C 0.5604 -1.3534 -0.0984  C4 1.890, C5 1.518, H7 1.089, C15 1.389
13 H -0.1879 2.5674 -0.1390  C16 1.094
14 H 0.9642 2.0345 1.0697  C16 1.093
15 C -0.6325 -0.6413 -0.0835  C4 1.377, C11 1.480, C12 1.389
16 C 0.0038 1.7918 0.6084  C4 1.475, H8 1.093, H13 1.094, H14 1.093

LUMO (spin up / spin down) (eV): 0.2 / 0.2
Energy above the lowest of the compared OMol25 structures with the same formula, charge and spin (kJ/mol): 369.24

These are the Mulliken partial charges, in e, on atoms 1 to 6:
1 H 0.34
2 O -0.53
3 H 0.27
4 C 0.35
5 C 1.06
6 H 0.35